(1)
DFT (wB97M-V/def2-TZVPD) results for 2 unconnected molecules or ions with the total composition C3H6O2.

```
11
C3H6O2 | the OMol25 dataset | wB97M-V/def2-TZVPD
O -0.097 1.631 1.994
C -0.678 0.797 1.362
O -0.867 0.868 0.031
H -1.122 -0.121 1.766
H -0.482 1.725 -0.225
C 0.287 -1.998 -1.768
C 1.325 -1.268 -1.399
H -0.718 -1.808 -1.430
H 0.502 -2.884 -2.353
H 1.267 -0.349 -0.826
H 2.333 -1.477 -1.733
```

The SMILES is O=CO.C=C. Its multiplicity is 1. As for the net charge: 0. The energy relative to the best compared isomer or geometry (same formula, charge and spin) is 1.347 eV. As for the HOMO-LUMO gap: 11.1 eV. The LUMO energy comes out at 0.84 eV.

=====

(2)
DFT (wB97M-V/def2-TZVPD) results for 2 unconnected molecules or ions with the total composition C3H6O2.

```
11
C3H6O2 | the OMol25 dataset | wB97M-V/def2-TZVPD
O -1.433 0.943 -1.071
C -1.115 0.859 0.087
C -0.532 -0.369 0.727
C 0.904 -0.679 0.719
O -0.013 -1.374 -0.108
H -1.272 1.705 0.789
H -1.118 -0.719 1.581
H 1.311 -1.251 1.553
H 1.610 -0.032 0.199
H 0.485 0.336 -2.162
H 1.171 0.582 -2.315
```

The SMILES is O=C[C@@H]1CO1.[H][H]. Its multiplicity is 1. As for the net charge: 0. The energy relative to the best compared isomer or geometry (same formula, charge and spin) is 3.314 eV. As for the HOMO-LUMO gap: 10.9 eV. The LUMO energy comes out at 0.72 eV.

=====

(3)
DFT (wB97M-V/def2-TZVPD) results for a molecular structure, C3H6O2.

```
11
C3H6O2 | the OMol25 dataset | wB97M-V/def2-TZVPD
O -1.071 1.273 0.773
C -0.287 0.132 0.629
C -0.535 -0.888 -0.490
O 0.881 -1.089 -0.613
C 1.120 0.178 0.019
H -1.096 1.732 -0.076
H -0.252 -0.351 1.608
H -1.084 -1.811 -0.289
H -0.945 -0.391 -1.385
H 1.960 0.176 0.716
H 1.250 0.967 -0.741
```

Its multiplicity is 1. As for the net charge: 0. The energy relative to the best compared isomer or geometry (same formula, charge and spin) is 1.997 eV. As for the HOMO-LUMO gap: 10.9 eV. The LUMO energy comes out at 0.92 eV.

=====

(4)
DFT (wB97M-V/def2-TZVPD) results for C3H6O2 in the gas phase.

```
11
C3H6O2 | the OMol25 dataset | wB97M-V/def2-TZVPD
C 0.875 -1.122 -0.882
C -0.213 -0.303 -0.098
O -1.316 -0.815 -0.073
C -0.121 1.101 0.610
O -1.184 1.277 1.517
H 1.619 -1.618 -0.241
H 1.442 -0.664 -1.712
H 0.282 -1.932 -1.322
H -0.163 1.893 -0.167
H 0.777 1.280 1.220
H -1.999 0.902 1.147
```

The SMILES is CC(=O)CO. Its multiplicity is 1. As for the net charge: 0. The energy relative to the best compared isomer or geometry (same formula, charge and spin) is 1.185 eV. As for the HOMO-LUMO gap: 10.9 eV. The LUMO energy comes out at 0.88 eV.

=====

(5)
DFT (wB97M-V/def2-TZVPD) results for a molecular structure, C3H6O2 at a distorted geometry.

```
11
C3H6O2 | the OMol25 dataset | wB97M-V/def2-TZVPD
C 1.098 -1.281 -0.165
O 0.967 0.329 0.564
C -0.416 0.673 0.601
C -1.078 0.637 -0.773
O -2.233 0.338 -0.944
H 0.289 -1.822 0.367
H 1.179 0.021 -0.580
H 2.056 -1.587 0.277
H -0.484 1.705 0.978
H -0.952 0.008 1.287
H -0.427 0.979 -1.611
```

Its multiplicity is 1. As for the net charge: 0. The energy relative to the best compared isomer or geometry (same formula, charge and spin) is 5.504 eV. As for the HOMO-LUMO gap: 9.9 eV. The LUMO energy comes out at 0.67 eV.

=====

(6)
DFT (wB97M-V/def2-TZVPD) results for 2 unconnected molecules or ions with the total composition C3H6O2.

```
11
C3H6O2 | the OMol25 dataset | wB97M-V/def2-TZVPD
C 1.200 -1.500 1.027
C -0.079 -1.259 0.792
O -0.618 -0.003 0.841
H 1.548 -2.521 0.994
H 1.867 -0.695 1.303
H -0.799 -2.043 0.572
H -1.053 0.248 0.010
C -0.502 1.955 -1.381
O -1.453 1.234 -1.562
H -0.346 2.456 -0.415
H 0.236 2.129 -2.180
```

The SMILES is C=CO.C=O. Its multiplicity is 1. As for the net charge: 0. The energy relative to the best compared isomer or geometry (same formula, charge and spin) is 2.328 eV. As for the HOMO-LUMO gap: 9.6 eV. The LUMO energy comes out at 0.35 eV.

=====

(7)
DFT (wB97M-V/def2-TZVPD) results for 2 unconnected molecules or ions with the total composition C3H6O2S at a distorted geometry.

```
12
C3H6O2S | the OMol25 dataset | wB97M-V/def2-TZVPD
C -2.256 -0.293 0.038
C -0.040 0.220 -0.085
C 2.439 -0.009 -0.015
H -2.324 0.117 0.984
H -2.858 -1.151 0.096
H -2.872 0.422 -0.726
H 2.248 1.097 -0.560
H 3.082 -0.777 -0.660
H 2.787 -0.145 1.413
O -0.967 -0.776 -0.224
O 1.008 -0.578 -0.166
S -0.249 1.873 -0.094
```

Its multiplicity is 1. As for the net charge: 0. The energy relative to the best compared isomer or geometry (same formula, charge and spin) is 4.220 eV. As for the HOMO-LUMO gap: 9.7 eV. The LUMO energy comes out at 0.54 eV.

=====

(8)
DFT (wB97M-V/def2-TZVPD) results for C3H6O2S in the gas phase at a distorted geometry.

```
12
C3H6O2S | the OMol25 dataset | wB97M-V/def2-TZVPD
O 0.875 -1.749 0.505
C 0.602 -0.425 0.828
C -0.764 0.059 0.360
O -0.769 0.012 -1.094
C -0.253 1.022 -1.727
S 0.350 2.460 -1.165
H 0.614 -2.390 1.367
H 0.668 -0.306 1.877
H 1.427 0.145 0.440
H -1.462 -0.675 0.669
H -1.001 1.094 0.710
H -0.288 0.753 -2.769
```

The SMILES is OCCOC=S. Its multiplicity is 1. As for the net charge: 0. The energy relative to the best compared isomer or geometry (same formula, charge and spin) is 2.041 eV. As for the HOMO-LUMO gap: 9.4 eV. The LUMO energy comes out at 0.52 eV.

=====

(9)
DFT (wB97M-V/def2-TZVPD) results for a gas-phase ion, C3H6O2S2 (charge -1) at a distorted geometry.

```
13
C3H6O2S2 | the OMol25 dataset | wB97M-V/def2-TZVPD
C -0.409 0.054 0.230
C -1.570 -0.914 0.069
O -2.787 -0.371 0.371
O -1.421 -2.102 -0.063
C 0.781 -0.122 -0.794
S 2.307 -0.173 0.189
S 2.410 2.001 0.638
H -0.076 -0.218 1.236
H -0.767 1.086 0.229
H -3.461 -1.064 0.266
H 0.385 -0.923 -1.412
H 0.867 0.750 -1.453
H 3.741 1.996 0.493
```

Its multiplicity is 2. As for the net charge: -1. The energy relative to the best compared isomer or geometry (same formula, charge and spin) is 0.168 eV. As for the HOMO-LUMO gap (spin up / spin down): 3.3 / 6.2 eV. The LUMO energy (spin up / spin down) comes out at 3.00 / 2.99 eV.

=====

(10)
DFT (wB97M-V/def2-TZVPD) results for C3H6O2S2 in the gas phase at a distorted geometry.

```
13
C3H6O2S2 | the OMol25 dataset | wB97M-V/def2-TZVPD
O -1.780 -2.202 0.690
C -0.946 -2.352 -0.177
O -0.582 -3.466 -0.831
C 0.077 -1.221 -0.680
C -0.251 0.048 0.103
S 0.649 1.513 -0.599
S 0.954 2.825 0.962
H -0.335 -4.084 -0.071
H 1.153 -1.725 -0.542
H 0.111 -1.271 -1.769
H 0.143 0.006 1.138
H -1.253 0.290 0.412
H 0.166 3.881 0.679
```

The SMILES is O=C(O)CCSS. Its multiplicity is 1. As for the net charge: 0. The energy relative to the best compared isomer or geometry (same formula, charge and spin) is 1.357 eV. As for the HOMO-LUMO gap: 9.3 eV. The LUMO energy comes out at 0.33 eV.

=====

(11)
DFT (wB97M-V/def2-TZVPD) results for 2 unconnected molecules or ions with the total composition C3H6O2Si at a distorted geometry.

```
12
C3H6O2Si | the OMol25 dataset | wB97M-V/def2-TZVPD
O -0.376 0.769 0.934
Si -0.196 -0.597 1.520
C 0.028 -2.403 1.696
O 0.357 -1.470 2.807
H 0.919 -2.865 1.278
H -0.841 -3.042 1.944
C 0.287 1.796 -1.118
C -0.320 1.380 -2.203
H 1.243 1.457 -1.020
H 0.076 2.794 -0.556
H -1.328 1.600 -2.565
H 0.152 0.581 -2.717
```

The SMILES is O=[Si]1CO1.C=C. Its multiplicity is 1. As for the net charge: 0. The energy relative to the best compared isomer or geometry (same formula, charge and spin) is 3.163 eV. As for the HOMO-LUMO gap: 8.9 eV. The LUMO energy comes out at -0.42 eV.

=====

(12)
DFT (wB97M-V/def2-TZVPD) results for 2 unconnected molecules or ions with the total composition C3H6O3 at a distorted geometry.

```
12
C3H6O3 | the OMol25 dataset | wB97M-V/def2-TZVPD
C 0.422 2.713 -0.027
C 0.059 1.468 0.217
O -1.174 0.971 0.022
H 1.440 3.055 0.094
H -0.237 3.462 -0.457
H 0.791 0.788 0.662
H -1.191 0.006 0.118
O -1.134 -1.834 0.197
C -0.353 -2.715 -0.046
O 0.880 -2.547 -0.496
H -0.614 -3.762 0.116
H 1.113 -1.607 -0.399
```

The SMILES is C=CO.O=CO. Its multiplicity is 1. As for the net charge: 0. The energy relative to the best compared isomer or geometry (same formula, charge and spin) is 1.336 eV. As for the HOMO-LUMO gap: 9.3 eV. The LUMO energy comes out at 0.54 eV.

=====

Number 1: electronic energy -268.3557 Ha. Number 2: electronic energy -268.2834 Ha. Number 3: electronic energy -268.3318 Ha. Number 4: electronic energy -268.3617 Ha. Number 5: electronic energy -268.2029 Ha. Number 6: electronic energy -268.3197 Ha. Number 7: electronic energy -666.4390 Ha. Number 8: electronic energy -666.5190 Ha. Number 9: electronic energy -1064.7629 Ha. Number 10: electronic energy -1064.7358 Ha. Number 11: electronic energy -557.7924 Ha. Number 12: electronic energy -343.6055 Ha.